[1]
Here is a single C4H7NO molecule from the OMol25 dataset. Energies are from ωB97M-V/def2-TZVPD.

Charge: 0
LUMO: 0.9 eV
Structure (SMILES): CN1CCC1=O
DFT total energy: -7798.6593 eV

Last column: Löwdin charge in e.
Cartesian coordinates (Å):
C (-1.79, 0.41, -0.10)  -0.032
N (-0.38, 0.12, -0.07)  -0.110
C (0.42, -1.10, -0.03)  -0.123
C (1.67, -0.18, 0.10)  -0.041
C (0.67, 0.98, 0.05)  -0.479
O (0.71, 2.18, 0.11)  0.072
H (-2.19, 0.56, 0.91)  0.088
H (-1.93, 1.33, -0.67)  0.092
H (-2.34, -0.40, -0.59)  0.086
H (0.33, -1.71, -0.94)  0.113
H (0.25, -1.74, 0.84)  0.111
H (2.16, -0.26, 1.07)  0.111
H (2.42, -0.19, -0.69)  0.111

---

[2]
Here is a gas-phase ion, C6H6N (charge +1) at a distorted geometry from the OMol25 dataset. Energies are from ωB97M-V/def2-TZVPD.

Charge: +1
LUMO (spin up / spin down): -5.7 / -5.7 eV
Structure (SMILES): C=C=C=CC=[N+]=C
DFT total energy: -7797.3697 eV

Last column: Löwdin charge in e.
Cartesian coordinates (Å):
C (-0.87, -0.91, 0.09)  -0.002
C (-1.87, -0.18, 0.12)  -0.032
C (-2.90, 0.67, 0.02)  0.140
C (2.01, 1.48, 0.06)  0.191
C (0.28, -1.61, 0.02)  -0.067
C (1.55, -1.01, 0.14)  -0.061
N (1.78, 0.23, 0.05)  0.087
H (-3.81, 0.37, -0.61)  0.125
H (-3.02, 1.57, 0.49)  0.043
H (2.42, 1.88, 0.87)  0.073
H (1.83, 1.94, -0.93)  0.140
H (0.12, -2.71, -0.29)  0.156
H (2.49, -1.72, -0.05)  0.206

---

[3]
Here is a single C5H11NO molecule at a distorted geometry from the OMol25 dataset. Energies are from ωB97M-V/def2-TZVPD.

Charge: 0
LUMO: 0.9 eV
Structure (SMILES): CCN(C=O)CC
DFT total energy: -8900.8175 eV

Last column: Löwdin charge in e.
Cartesian coordinates (Å):
C (-0.48, -1.74, 0.66)  -0.361
N (0.00, -0.56, 0.22)  -0.125
C (-0.41, -0.01, -1.07)  -0.220
C (-1.88, 0.41, -1.08)  -0.070
C (0.84, 0.25, 1.15)  -0.182
C (1.99, 0.98, 0.43)  -0.077
O (-0.43, -2.14, 1.81)  0.018
H (-1.03, -2.23, -0.18)  0.142
H (-0.28, -0.79, -1.82)  0.113
H (0.31, 0.75, -1.36)  0.100
H (-2.06, 1.29, -0.48)  0.075
H (-2.42, -0.40, -0.60)  0.066
H (-2.23, 0.50, -2.11)  0.077
H (0.16, 0.90, 1.70)  0.120
H (1.17, -0.53, 1.84)  0.107
H (1.69, 1.96, 0.07)  0.067
H (2.79, 1.10, 1.16)  0.072
H (2.28, 0.26, -0.34)  0.081

---

[4]
Here is a single C6H10N2 molecule at a distorted geometry from the OMol25 dataset. Energies are from ωB97M-V/def2-TZVPD.

Charge: 0
LUMO: 0.5 eV
Structure (SMILES): [H]/N=C(C=C)\C=C(\C)N
DFT total energy: -9361.0366 eV

Last column: Löwdin charge in e.
Cartesian coordinates (Å):
C (-0.52, -2.13, 1.12)  -0.051
C (-0.41, 1.47, -0.20)  -0.354
C (0.00, -0.76, 0.81)  -0.395
N (1.07, -0.32, 1.55)  0.104
C (-0.64, 0.02, -0.12)  -0.115
C (0.51, 1.29, -1.42)  -0.141
C (0.07, 0.86, -2.62)  0.019
N (-0.15, 2.35, 0.70)  0.134
H (1.40, 0.63, 1.35)  0.092
H (1.69, -1.04, 1.90)  0.098
H (-0.72, 2.16, 1.53)  0.061
H (-1.54, -0.35, -0.59)  0.106
H (1.34, 1.98, -1.39)  0.093
H (-0.76, -2.23, 2.19)  0.084
H (-1.43, -2.36, 0.57)  0.077
H (0.23, -2.89, 0.86)  0.077
H (0.51, 1.25, -3.53)  0.055
H (-0.67, 0.08, -2.72)  0.056

---

[5]
Here is a molecular structure, C24H31BrO7OsS from the OMol25 dataset. Energies are from ωB97M-V/def2-TZVPD.

Charge: 0
LUMO (spin up / spin down): 0.1 / -3.1 eV
DFT total energy: -123067.6448 eV
2S+1: 5
<S²>: 6.045

Last column: Löwdin charge in e.
Cartesian coordinates (Å):
Os (-0.41, -2.74, -2.12)  1.397
O (-0.22, -5.54, -0.16)  -0.283
S (-0.32, -5.35, -1.57)  0.363
O (-0.32, -6.48, -2.43)  -0.258
O (-1.52, -4.39, -1.90)  -0.475
O (0.79, -4.30, -2.02)  -0.530
C (3.83, 3.03, 1.28)  -0.031
C (4.45, 1.85, 0.52)  -0.553
C (5.60, 1.25, 1.34)  -0.032
C (5.01, 2.36, -0.81)  -0.061
C (3.38, 0.79, 0.32)  -0.109
C (2.97, 0.36, -0.95)  -0.043
C (2.00, -0.58, -1.06)  -0.470
Br (1.46, -1.16, -2.79)  0.962
C (1.33, -1.17, 0.08)  -0.350
O (0.40, -1.99, -0.05)  -0.067
C (1.78, -0.74, 1.40)  -0.035
C (2.76, 0.21, 1.46)  0.041
C (1.14, -1.35, 2.64)  -0.526
C (-0.36, -1.04, 2.66)  -0.028
C (1.37, -2.88, 2.64)  -0.018
C (1.76, -0.79, 3.92)  -0.063
H (4.59, 3.81, 1.42)  0.091
H (3.46, 2.74, 2.26)  0.082
H (3.01, 3.47, 0.72)  0.096
H (6.37, 2.00, 1.48)  0.091
H (6.04, 0.39, 0.83)  0.096
H (5.27, 0.92, 2.33)  0.081
H (5.77, 3.12, -0.61)  0.090
H (4.24, 2.82, -1.43)  0.091
H (5.49, 1.56, -1.38)  0.091
H (3.43, 0.77, -1.84)  0.106
H (3.10, 0.55, 2.42)  0.099
H (-0.88, -1.49, 1.82)  0.080
H (-0.53, 0.04, 2.64)  0.087
H (-0.79, -1.43, 3.58)  0.093
H (0.89, -3.37, 1.80)  0.078
H (0.95, -3.29, 3.56)  0.092
H (2.44, -3.11, 2.62)  0.095
H (1.60, 0.29, 4.01)  0.089
H (2.83, -0.99, 3.98)  0.090
H (1.29, -1.26, 4.78)  0.090
C (-7.00, 2.46, -1.53)  -0.050
C (-5.66, 1.78, -1.57)  -0.261
C (-4.75, 1.93, -0.53)  -0.009
C (-3.51, 1.32, -0.56)  -0.187
C (-2.57, 1.54, 0.60)  -0.034
C (-3.18, 0.51, -1.65)  -0.055
C (-4.08, 0.33, -2.71)  -0.191
C (-3.77, -0.51, -3.92)  -0.035
C (-5.30, 0.99, -2.65)  -0.009
C (-1.83, -0.14, -1.68)  -0.535
O (-0.81, 0.44, -1.39)  0.039
O (-1.85, -1.42, -2.06)  -0.260
H (-7.06, 3.17, -0.71)  0.073
H (-7.80, 1.72, -1.39)  0.084
H (-7.21, 2.98, -2.46)  0.080
H (-5.02, 2.55, 0.32)  0.114
H (-3.11, 1.99, 1.44)  0.079
H (-1.75, 2.19, 0.33)  0.088
H (-2.13, 0.60, 0.94)  0.063
H (-2.77, -0.32, -4.30)  0.084
H (-4.49, -0.29, -4.71)  0.078
H (-3.83, -1.57, -3.69)  0.087
H (-6.00, 0.87, -3.48)  0.119

---

[6]
Here is a molecular structure, C39H28CoN4O2PSTe from the OMol25 dataset. Energies are from ωB97M-V/def2-TZVPD.

Charge: +1
LUMO (spin up / spin down): -3.9 / -3.6 eV
DFT total energy: -115993.5617 eV
2S+1: 2
<S²>: 1.036

Last column: Löwdin charge in e.
Cartesian coordinates (Å):
Co (0.05, 0.12, -1.95)  0.484
O (0.08, 3.26, -2.35)  0.045
C (0.26, 2.83, -1.23)  -0.554
O (0.57, 1.58, -0.97)  -0.253
C (0.00, 3.70, -0.02)  -0.122
C (-0.21, 5.05, -0.31)  -0.014
C (-0.51, 5.96, 0.69)  -0.057
C (-0.61, 5.53, 2.00)  -0.058
C (-0.40, 4.19, 2.30)  -0.087
C (-0.09, 3.25, 1.32)  -0.263
P (0.28, 1.51, 1.80)  1.025
C (-0.55, 1.23, 3.40)  -0.404
C (-1.87, 1.62, 3.60)  -0.104
C (-2.58, 1.18, 4.71)  -0.075
C (-1.99, 0.32, 5.62)  -0.079
C (-0.68, -0.09, 5.42)  -0.072
C (0.03, 0.35, 4.31)  -0.109
C (2.05, 1.72, 2.26)  -0.352
C (2.45, 2.23, 3.50)  -0.092
C (3.79, 2.40, 3.79)  -0.068
C (4.76, 2.07, 2.86)  -0.076
C (4.37, 1.56, 1.62)  -0.076
C (3.03, 1.39, 1.33)  -0.105
H (-0.12, 5.36, -1.34)  0.119
H (-0.66, 7.00, 0.44)  0.110
H (-0.84, 6.23, 2.79)  0.111
H (-0.46, 3.87, 3.33)  0.101
H (-2.36, 2.27, 2.89)  0.106
H (-3.61, 1.50, 4.85)  0.107
H (-2.54, -0.02, 6.49)  0.106
H (-0.20, -0.76, 6.12)  0.107
H (1.06, 0.02, 4.18)  0.102
H (1.70, 2.51, 4.24)  0.106
H (4.08, 2.81, 4.76)  0.108
H (5.81, 2.20, 3.09)  0.107
H (5.12, 1.31, 0.88)  0.105
H (2.73, 1.01, 0.36)  0.088
S (-2.89, -2.59, -8.18)  1.065
N (-3.12, -1.16, -7.47)  -0.201
C (-2.36, -1.15, -6.39)  -0.296
C (-2.28, -0.06, -5.43)  -0.069
C (-2.97, 1.15, -5.54)  0.040
C (-2.83, 2.09, -4.55)  0.007
C (-2.00, 1.81, -3.46)  -0.054
N (-1.33, 0.67, -3.35)  0.071
C (-1.46, -0.24, -4.33)  -0.122
C (-0.65, -1.45, -4.17)  -0.114
N (0.18, -1.48, -3.11)  0.016
C (0.95, -2.54, -2.92)  -0.099
C (0.94, -3.63, -3.78)  -0.006
C (0.10, -3.62, -4.87)  0.044
C (-0.72, -2.50, -5.08)  -0.064
C (-1.62, -2.34, -6.21)  -0.299
N (-1.83, -3.24, -7.16)  -0.203
H (-3.61, 1.32, -6.39)  0.131
H (-3.34, 3.04, -4.59)  0.124
H (-1.87, 2.53, -2.66)  0.115
H (1.61, -2.51, -2.06)  0.118
H (1.59, -4.47, -3.58)  0.124
H (0.05, -4.44, -5.57)  0.133
C (-0.97, -3.22, -0.13)  -0.382
Te (-0.72, -1.11, 0.27)  1.445
C (1.20, -1.77, 0.96)  -0.375
C (0.94, -3.16, 1.48)  -0.291
C (1.72, -3.73, 2.48)  -0.033
C (1.42, -5.00, 2.96)  -0.070
C (0.33, -5.70, 2.45)  -0.071
C (-0.45, -5.14, 1.45)  -0.036
C (-0.15, -3.87, 0.95)  -0.300
H (-0.61, -3.46, -1.13)  0.035
H (-2.02, -3.48, -0.07)  0.060
H (1.57, -1.08, 1.72)  0.037
H (1.89, -1.75, 0.12)  0.054
H (2.55, -3.18, 2.89)  0.118
H (2.03, -5.43, 3.74)  0.108
H (0.09, -6.68, 2.84)  0.108
H (-1.30, -5.68, 1.06)  0.116